No. 1
One molecule with the formula C18H22BrN3O4. Source: the OMol25 dataset; level of theory: ωB97M-V/def2-TZVPD.

Results
HOMO	-0.2934	Eh
energy	-101726.8845	eV
structure (SMILES)	CCOC(=O)c1[nH]c2ccc(Br)cc2c1NC(=O)CCN1CCOCC1
energy above the lowest of the compared OMol25 structures with the same formula, charge and spin	0.00	kJ/mol

Atoms and positions in Å:
1 C 2.7226 4.1082 -1.2389
2 C 2.4260 3.4055 0.0780
3 O 1.0425 3.0704 0.1951
4 C 0.6430 1.9416 -0.4074
5 O 1.3817 1.2123 -1.0478
6 C -0.7616 1.6685 -0.2043
7 N -1.6318 2.5132 0.4497
8 C -2.8614 1.9429 0.4772
9 C -4.0539 2.4250 1.0124
10 C -5.1787 1.6451 0.8894
11 C -5.1105 0.4037 0.2453
12 Br -6.7135 -0.6182 0.1079
13 C -3.9502 -0.0997 -0.2900
14 C -2.7954 0.6796 -0.1747
15 C -1.4458 0.5240 -0.6049
16 N -0.8035 -0.4899 -1.2879
17 C -1.0833 -1.8331 -1.2935
18 O -2.1043 -2.3141 -0.8583
19 C 0.0283 -2.6618 -1.8952
20 C 0.7225 -3.5317 -0.8132
21 N 1.4643 -2.8592 0.2195
22 C 2.5453 -1.9989 -0.2261
23 C 3.4312 -1.6846 0.9817
24 O 2.6938 -1.0606 2.0080
25 C 1.6269 -1.8842 2.4190
26 C 0.6902 -2.1987 1.2505
27 H 2.5245 3.4377 -2.0716
28 H 2.1015 4.9949 -1.3430
29 H 3.7678 4.4018 -1.2653
30 H 3.0182 2.4888 0.1630
31 H 2.6290 4.0585 0.9290
32 H -1.3684 3.4060 0.8299
33 H -4.0923 3.3828 1.5077
34 H -6.1228 1.9818 1.2888
35 H -3.9139 -1.0679 -0.7617
36 H 0.1383 -0.2066 -1.5561
37 H 0.7623 -2.0380 -2.4045
38 H -0.4167 -3.3492 -2.6159
39 H 1.4210 -4.2004 -1.3267
40 H -0.0423 -4.1410 -0.3254
41 H 3.1303 -2.5246 -0.9833
42 H 2.1846 -1.0456 -0.6438
43 H 4.2253 -0.9878 0.7081
44 H 3.8741 -2.6185 1.3594
45 H 1.1000 -1.3366 3.2024
46 H 2.0211 -2.8259 2.8290
47 H -0.1096 -2.8627 1.5824
48 H 0.2434 -1.2525 0.9057

Force components x, y, z for each atom (eV/Å):
-0.2 -0.2 0.3
0.6 0.1 -0.2
-0.4 -0.1 0.0
0.1 -0.1 -0.1
0.0 0.2 0.1
-0.3 -0.6 -0.2
0.2 0.2 0.1
-0.1 -0.5 -0.2
-0.1 0.0 0.0
0.1 0.1 0.1
-0.1 -0.3 -0.2
0.1 0.1 0.0
-0.4 0.0 0.1
0.0 0.4 0.2
0.3 0.6 0.4
0.4 0.1 -0.3
0.2 0.2 -0.3
-0.1 -0.2 0.2
0.1 -0.3 0.3
-0.1 0.0 -0.3
0.1 0.1 0.1
0.2 0.0 0.3
0.1 0.0 -0.4
0.0 0.2 0.0
-0.4 -0.1 0.0
0.2 0.1 0.4
0.0 0.0 -0.1
0.0 0.1 0.0
0.1 0.1 0.0
-0.1 0.2 0.1
0.0 -0.1 -0.1
0.0 -0.1 0.0
0.0 0.1 0.1
0.0 0.0 0.0
0.0 0.0 0.0
-0.2 -0.2 0.0
0.0 0.0 -0.1
0.0 0.1 -0.1
-0.1 0.0 0.0
0.0 0.0 -0.1
0.0 0.0 0.0
0.1 -0.1 0.0
0.0 -0.1 0.0
0.0 0.1 -0.1
0.0 -0.1 0.0
-0.1 0.1 0.0
0.0 0.0 0.0
0.0 0.0 0.1

***

No. 2
C18H22Cl24FN3O3STa as an isolated structure at a distorted geometry. Source: the OMol25 dataset; level of theory: ωB97M-V/def2-TZVPD.

Results
HOMO	-0.1960	Eh
energy	-345272.0107	eV
total charge	-1
energy above the lowest of the compared OMol25 structures with the same formula, charge and spin	31.83	kJ/mol

Atoms and positions in Å:
1 C -3.7909 -3.2316 -0.9566
2 C -2.3755 -2.7199 -1.0071
3 O -1.4957 -3.4984 -1.2719
4 N -2.0559 -1.3619 -0.7294
5 C -2.4498 -0.5067 -1.8243
6 C -3.8113 0.1396 -1.8751
7 O -1.6906 -0.3259 -2.7293
8 Ta -2.3349 -0.6629 1.2884
9 C -0.8830 1.0538 0.8552
10 C -1.5181 2.4035 0.5231
11 F -1.1599 2.7876 -0.7803
12 C -0.7395 -2.1339 2.0066
13 C 0.3914 -1.5484 2.8721
14 C 1.6329 -1.0257 2.1515
15 C 2.1992 -1.9434 1.0579
16 S 2.7716 -1.0367 -0.4351
17 C 1.9435 -1.8585 -1.7221
18 N 1.3293 -1.3374 -2.7316
19 N 0.8493 -2.4037 -3.4839
20 C 1.2039 -3.4701 -2.8564
21 O 1.9283 -3.2203 -1.7383
22 H -4.4670 -2.6082 -0.3866
23 H -3.7558 -4.1988 -0.4667
24 H -4.1533 -3.3908 -1.9718
25 H -4.6036 -0.5189 -1.5396
26 H -3.9697 0.4696 -2.8950
27 H -3.7753 1.0327 -1.2605
28 H -3.7952 0.4142 0.8925
29 H -3.6125 -1.9495 1.7093
30 H -2.4790 -0.0121 3.0167
31 H -0.2079 0.7889 0.0434
32 H -0.3171 1.2163 1.7722
33 H -1.1994 3.1800 1.2183
34 H -2.6042 2.3891 0.5354
35 H -1.2675 -2.8535 2.6264
36 H -0.4046 -2.6905 1.1320
37 H 0.7173 -2.3108 3.5856
38 H -0.0232 -0.7493 3.4830
39 H 2.4148 -0.9156 2.9018
40 H 1.5016 -0.0298 1.7418
41 H 3.1029 -2.4154 1.4297
42 H 1.5350 -2.7419 0.7585
43 H 1.0064 -4.4903 -3.1134
44 C -1.2420 5.2140 -3.5503
45 Cl -2.1572 5.6465 -2.1009
46 Cl -1.1785 3.4717 -3.7055
47 Cl -2.0162 5.9434 -4.9692
48 Cl 0.4108 5.8236 -3.3942
49 C -2.8713 -4.7074 4.9197
50 Cl -1.9933 -3.2454 5.3642
51 Cl -4.4450 -4.7166 5.7315
52 Cl -3.1064 -4.7512 3.1789
53 Cl -1.9460 -6.1305 5.4343
54 C 5.1609 2.1155 1.9768
55 Cl 6.0417 3.1552 0.8452
56 Cl 6.3040 1.4460 3.1524
57 Cl 3.9403 3.0727 2.8187
58 Cl 4.3789 0.8118 1.0852
59 C 1.6097 6.1388 0.6541
60 Cl 0.9932 4.6123 0.0494
61 Cl 1.8156 6.0493 2.4103
62 Cl 3.1742 6.4902 -0.0974
63 Cl 0.4738 7.4368 0.2649
64 C 10.6707 3.8537 1.1230
65 Cl 11.4545 3.1650 -0.3040
66 Cl 11.2551 3.0246 2.5700
67 Cl 11.0656 5.5745 1.2344
68 Cl 8.9220 3.6496 0.9978
69 C -5.2732 -3.0663 -5.3943
70 Cl -4.3273 -4.1836 -6.3837
71 Cl -4.2160 -2.2376 -4.2613
72 Cl -6.0672 -1.8837 -6.4428
73 Cl -6.5030 -3.9731 -4.5009

Force components x, y, z for each atom (eV/Å):
-0.3 0.0 0.1
0.6 0.0 0.0
0.5 -0.4 0.0
-1.9 0.6 0.8
0.0 -0.2 -0.1
0.2 0.1 -0.1
0.6 0.1 -0.5
2.4 -0.5 -1.0
-1.1 0.5 0.4
-0.2 -0.4 0.1
0.1 0.2 -0.1
-0.8 0.6 0.4
-0.1 -0.4 -0.2
0.2 0.0 -0.1
0.5 0.0 0.1
-0.4 -0.2 -0.2
-0.3 0.0 -0.1
0.2 -0.1 0.3
0.3 -0.5 0.1
0.0 0.6 -0.1
-0.3 0.0 -0.2
-0.1 0.3 -0.1
0.0 -0.2 0.0
0.0 0.0 0.1
-0.1 0.0 0.2
-0.1 -0.1 -0.2
-0.2 0.0 0.3
-0.2 -0.2 0.4
-0.2 0.2 0.0
-0.1 -0.1 -0.2
0.2 -0.2 -0.1
0.3 -0.2 0.1
0.1 0.2 -0.1
-0.1 0.0 -0.1
-0.1 -0.2 0.0
0.2 -0.1 -0.1
0.1 -0.1 0.1
0.1 0.2 0.1
0.1 0.1 0.1
-0.4 0.1 -0.1
0.1 -0.2 0.1
-0.3 0.0 -0.2
-0.1 -0.2 0.0
0.1 -0.2 0.2
0.0 0.1 0.0
-0.1 -0.1 -0.2
0.0 0.0 0.0
0.1 0.2 -0.1
0.0 0.1 -0.1
0.0 0.0 0.0
0.0 0.0 0.0
-0.1 -0.1 0.0
0.0 0.0 0.0
-0.1 -0.1 0.1
-0.5 0.0 -0.1
0.0 0.0 0.0
0.0 0.0 0.0
0.4 0.4 0.1
0.0 -0.2 -0.1
0.0 0.0 0.0
0.0 0.0 0.1
0.0 0.0 0.0
0.0 0.0 0.0
-0.1 0.0 0.0
0.0 0.0 0.0
0.0 0.0 0.0
0.0 0.0 0.0
0.5 0.0 0.1
0.0 0.0 0.1
0.0 0.0 0.0
0.1 0.1 -0.3
0.0 0.0 0.0
0.0 0.0 0.0

***

No. 3
One molecule with the formula C18H22Cl2N4O3 at a distorted geometry. Source: the OMol25 dataset; level of theory: ωB97M-V/def2-TZVPD.

Results
HOMO	-0.3190	Eh
energy	-56171.3167	eV
structure (SMILES)	Cc1c(Cl)cc(Cl)cc1N1CCN(C(=O)CC[C@@]2(C)NC(=O)NC2=O)CC1
energy above the lowest of the compared OMol25 structures with the same formula, charge and spin	33.09	kJ/mol

Atoms and positions in Å:
1 C 0.0955 -4.8106 2.2369
2 C 1.2555 -3.9324 2.6260
3 C 2.3908 -4.5253 3.2844
4 Cl 2.4289 -6.2399 3.6189
5 C 3.4693 -3.6794 3.6536
6 C 3.5031 -2.3291 3.3245
7 Cl 4.8207 -1.3907 3.9912
8 C 2.4314 -1.7575 2.6541
9 C 1.3111 -2.5625 2.3245
10 N 0.2373 -1.9901 1.6619
11 C 0.3520 -1.6964 0.1811
12 C -0.0578 -0.2122 -0.0643
13 N -1.3875 0.1430 0.4200
14 C -2.0883 1.1754 -0.1584
15 O -3.3040 1.2069 -0.0052
16 C -1.5320 2.3561 -0.9655
17 C -1.6009 2.0320 -2.4682
18 C -0.8293 3.0288 -3.3345
19 C -0.7041 2.5498 -4.8009
20 N -1.4412 4.3662 -3.2587
21 C -0.4676 5.2095 -2.7661
22 O -0.7045 6.2572 -2.2094
23 N 0.7588 4.6544 -2.7368
24 C 0.5780 3.3406 -2.8511
25 O 1.4453 2.6321 -2.3640
26 C -1.9219 -0.6328 1.5568
27 C -0.7994 -1.2417 2.4434
28 H -0.2445 -5.2618 3.1606
29 H 0.3789 -5.5692 1.4733
30 H -0.7630 -4.2785 1.8541
31 H 4.2942 -4.0456 4.2276
32 H 2.4374 -0.7357 2.3363
33 H 1.3474 -1.8661 -0.2153
34 H -0.3155 -2.3861 -0.3632
35 H 0.0276 -0.0247 -1.1596
36 H 0.6557 0.4664 0.4013
37 H -2.1014 3.2754 -0.8094
38 H -0.5048 2.5068 -0.6853
39 H -1.1869 1.0298 -2.5883
40 H -2.6557 1.9250 -2.8097
41 H -1.6686 2.2356 -5.1739
42 H -0.0348 1.6903 -4.8876
43 H -0.3271 3.3822 -5.4195
44 H -2.3418 4.4866 -2.8308
45 H 1.3985 4.9777 -2.0245
46 H -2.5908 -1.4324 1.2384
47 H -2.5052 0.0740 2.1554
48 H -0.2899 -0.4625 3.0080
49 H -1.2487 -1.9386 3.1180

Force components x, y, z for each atom (eV/Å):
0.2 -0.1 -0.1
1.3 -0.8 0.3
-0.2 2.2 -0.5
0.1 0.6 0.0
-0.8 -1.0 -0.3
-0.8 -0.3 0.3
-0.3 0.0 -0.4
-0.1 -1.1 0.0
1.1 -0.1 0.6
-1.5 1.0 -2.1
-1.5 0.7 1.6
0.7 -0.1 -0.9
1.0 -0.1 -0.5
-2.1 0.1 0.6
-0.2 -0.1 0.3
0.6 -1.0 -0.5
0.1 -0.7 0.3
-0.5 -0.5 -1.2
0.2 0.3 0.2
1.5 -0.5 -0.5
-2.6 2.8 1.8
-0.2 0.6 -0.4
0.1 0.8 -1.0
2.1 -2.4 2.2
-0.9 -1.2 -1.0
0.3 0.2 0.0
1.1 0.3 -1.7
-0.1 -0.7 0.0
-0.1 0.3 0.8
0.1 0.5 -0.2
0.3 -0.5 0.1
0.0 0.5 0.1
0.3 0.1 0.4
0.1 0.3 0.0
-0.2 -0.1 0.7
0.5 -0.2 0.1
-0.1 -0.4 0.7
0.6 0.3 0.0
0.2 0.0 -0.3
0.6 0.4 0.2
-0.3 0.1 -0.1
0.1 0.1 0.1
-0.1 -0.4 0.2
-0.2 0.1 0.0
0.2 0.2 -0.3
0.0 0.0 -0.2
0.0 -0.3 0.0
-0.1 0.3 0.2
-0.4 -0.3 0.6

***

No. 4
One molecule with the formula C18H22ClF2N3O4. Source: the OMol25 dataset; level of theory: ωB97M-V/def2-TZVPD.

Results
HOMO	-0.3400	Eh
energy	-49641.7993	eV
structure (SMILES)	CN(CCCCNC(=O)c1cc2nc(Cl)ccc2o1)C(=O)[C@](C)(O)CC(F)F
energy above the lowest of the compared OMol25 structures with the same formula, charge and spin	23.66	kJ/mol

Atoms and positions in Å:
1 C -1.0825 0.5429 -0.4241
2 N -0.0169 -0.4499 -0.4253
3 C 1.3356 0.0581 -0.2197
4 C 1.9273 0.6385 -1.4993
5 C 3.3744 1.1234 -1.3957
6 C 4.3681 0.1409 -0.7773
7 N 4.2539 0.0041 0.6678
8 C 4.6880 0.9759 1.5046
9 O 5.1925 2.0165 1.1346
10 C 4.4616 0.6789 2.9489
11 C 3.6245 -0.1789 3.5769
12 C 3.8417 0.0345 4.9808
13 N 3.2822 -0.5390 6.0536
14 C 3.7206 -0.0988 7.2044
15 Cl 3.0247 -0.8140 8.6307
16 C 4.6979 0.8942 7.3875
17 C 5.2738 1.4854 6.2821
18 C 4.8144 1.0260 5.0612
19 O 5.1946 1.4255 3.8234
20 C -0.4071 -1.7451 -0.4179
21 O -1.5926 -2.0474 -0.4033
22 C 0.6390 -2.8874 -0.3570
23 C 0.9502 -3.1295 1.1270
24 O 1.8271 -2.5217 -1.0628
25 C 0.0020 -4.1157 -1.0159
26 C 0.7390 -5.4034 -0.7783
27 F 0.1790 -6.3998 -1.5132
28 F 2.0554 -5.2990 -1.2049
29 H -1.8820 0.2347 -1.0913
30 H -1.5063 0.6685 0.5759
31 H -0.6722 1.4938 -0.7567
32 H 1.2882 0.8208 0.5666
33 H 1.9586 -0.7408 0.1489
34 H 1.8661 -0.1493 -2.2554
35 H 1.3057 1.4644 -1.8530
36 H 3.7281 1.3644 -2.4004
37 H 3.4295 2.0538 -0.8250
38 H 4.2313 -0.8539 -1.2041
39 H 5.3817 0.4730 -1.0082
40 H 4.0157 -0.8920 1.0553
41 H 2.9200 -0.8560 3.1237
42 H 4.9814 1.1790 8.3893
43 H 6.0283 2.2548 6.3664
44 H 0.0617 -3.4817 1.6526
45 H 1.7488 -3.8640 1.2385
46 H 1.2736 -2.2022 1.6002
47 H 2.2731 -3.3404 -1.3117
48 H -1.0143 -4.2331 -0.6453
49 H -0.0555 -3.9505 -2.0939
50 H 0.7750 -5.7335 0.2601

Force components x, y, z for each atom (eV/Å):
0.0 0.0 0.0
0.0 0.0 0.0
-0.1 0.2 0.1
0.1 -0.3 -0.2
-0.1 0.2 0.3
0.0 -0.1 -0.2
0.0 0.0 0.0
0.0 0.0 0.0
0.0 0.0 0.0
0.0 0.0 0.0
0.0 0.0 0.0
0.0 0.0 0.0
0.0 0.0 0.0
0.0 0.0 0.0
0.0 0.0 0.0
0.0 0.0 0.0
0.0 0.0 0.0
0.0 0.0 0.0
0.0 0.0 0.0
0.0 0.0 0.0
0.0 0.0 0.0
0.0 0.0 0.1
0.0 0.0 0.0
0.0 0.0 0.0
0.0 0.0 0.0
0.0 0.0 0.0
0.0 0.0 0.0
0.0 0.0 0.0
0.0 0.0 0.0
0.0 0.0 0.0
0.0 0.0 0.0
0.0 0.0 0.0
0.0 0.0 0.0
0.0 0.0 0.0
0.0 0.0 0.0
0.0 0.0 0.0
0.0 0.0 0.0
0.0 0.0 0.0
0.0 0.0 0.0
0.0 0.0 0.0
0.0 0.0 0.0
0.0 0.0 0.0
0.0 0.0 0.0
0.0 0.0 0.0
0.0 0.0 0.0
0.0 0.0 0.0
0.0 0.0 0.0
0.0 0.0 0.0
0.0 0.0 0.0
0.0 0.0 0.0

***

No. 5
One molecule with the formula C18H22ClF2N3O4. Source: the OMol25 dataset; level of theory: ωB97M-V/def2-TZVPD.

Results
HOMO	-0.3399	Eh
energy	-49641.6663	eV
structure (SMILES)	CN(CCCCNC(=O)c1cc2nc(Cl)ccc2o1)C(=O)[C@](C)(O)CC(F)F
energy above the lowest of the compared OMol25 structures with the same formula, charge and spin	36.48	kJ/mol

Atoms and positions in Å:
1 C -0.1150 -1.3903 -3.1700
2 N 0.2566 -0.1564 -2.4866
3 C -0.4909 0.1817 -1.2817
4 C -1.8800 0.7245 -1.6159
5 C -2.7034 1.2901 -0.4421
6 C -1.9336 1.6937 0.8136
7 N -1.4061 0.5607 1.5604
8 C -2.2119 -0.2058 2.3331
9 O -3.3995 -0.0041 2.4843
10 C -1.5221 -1.3628 2.9746
11 C -0.3664 -2.0049 2.6863
12 C -0.2749 -3.0735 3.6427
13 N 0.6578 -4.0180 3.8176
14 C 0.4232 -4.8479 4.8011
15 Cl 1.6076 -6.0947 5.0701
16 C -0.6942 -4.8197 5.6526
17 C -1.6556 -3.8469 5.4713
18 C -1.4151 -2.9662 4.4325
19 O -2.1820 -1.9253 4.0273
20 C 1.2297 0.5662 -3.0890
21 O 1.7711 0.1496 -4.1040
22 C 1.7358 1.8874 -2.4595
23 C 2.7138 1.5262 -1.3359
24 O 0.6247 2.6241 -1.9473
25 C 2.4199 2.6844 -3.5756
26 C 3.2238 3.8613 -3.0987
27 F 3.6513 4.5911 -4.1624
28 F 2.4430 4.7132 -2.3320
29 H -0.4973 -1.1862 -4.1702
30 H 0.7481 -2.0470 -3.2746
31 H -0.8850 -1.8897 -2.5859
32 H -0.5599 -0.7292 -0.6799
33 H 0.0676 0.9154 -0.7136
34 H -1.7127 1.5190 -2.3455
35 H -2.4565 -0.0496 -2.1266
36 H -3.2552 2.1655 -0.7887
37 H -3.4575 0.5676 -0.1246
38 H -1.0960 2.3496 0.5723
39 H -2.6065 2.2440 1.4723
40 H -0.4152 0.4008 1.5897
41 H 0.3261 -1.7872 1.8904
42 H -0.7839 -5.5591 6.4338
43 H -2.5351 -3.7805 6.0963
44 H 3.5902 1.0184 -1.7416
45 H 3.0348 2.4226 -0.8036
46 H 2.2415 0.8600 -0.6148
47 H 0.9044 3.5428 -1.8546
48 H 3.0840 2.0266 -4.1329
49 H 1.6606 3.0469 -4.2710
50 H 4.0958 3.6119 -2.4936

Force components x, y, z for each atom (eV/Å):
0.0 0.0 0.0
0.0 0.0 0.0
-0.1 -0.2 0.0
0.1 0.3 -0.1
-0.1 -0.3 0.1
0.0 0.2 -0.1
0.0 0.0 0.0
0.0 0.0 0.0
0.0 0.0 0.0
0.0 0.0 0.0
0.0 0.0 0.0
0.0 0.0 0.0
0.0 0.0 0.0
0.0 0.0 0.0
0.0 0.0 0.0
0.0 0.0 0.0
0.0 0.0 0.0
0.0 0.0 0.0
0.0 0.0 0.0
0.0 0.0 0.0
0.0 0.0 0.0
0.0 0.0 0.0
0.0 0.0 0.0
0.0 0.0 0.0
0.0 0.0 0.0
0.0 0.0 0.0
0.0 0.0 0.0
0.0 0.0 0.0
0.0 0.0 0.0
0.0 0.0 0.0
0.0 0.0 0.0
0.0 0.0 0.0
0.0 0.0 0.0
0.0 0.0 0.0
0.0 0.0 0.0
0.0 0.0 0.0
0.0 0.0 0.0
0.0 0.0 0.0
0.0 0.0 0.0
0.0 0.0 0.0
0.0 0.0 0.0
0.0 0.0 0.0
0.0 0.0 0.0
0.0 0.0 0.0
0.0 0.0 0.0
0.0 0.0 0.0
0.0 0.0 0.0
0.0 0.0 0.0
0.0 0.0 0.0
0.0 0.0 0.0